DFT (ωB97M-V/def2-TZVPD) results for C5H4O2 in the gas phase.

Results
* orbital gap (alpha / beta): 0.2672 / 0.2670 hartree
* spin multiplicity: 1
* SMILES: O=C1CC=C=C1O
* energy above the lowest of the compared OMol25 structures with the same formula, charge and spin: 3.1501 eV

Each line ends with the Mulliken charge.
Geometry (Å):
O: -0.50 1.91 1.12  -0.510
C: -0.28 0.88 0.54  0.267
C: -1.28 -0.16 0.03  -0.409
C: -0.33 -1.28 -0.31  -0.108
C: 0.99 -0.94 -0.50  -0.993
C: 1.05 0.34 0.01  0.831
O: 2.10 1.13 -0.04  -0.385
H: -2.03 -0.43 0.79  0.296
H: -1.82 0.24 -0.83  0.233
H: -0.67 -2.31 -0.30  0.401
H: 2.78 0.61 -0.51  0.376



DFT (ωB97M-V/def2-TZVPD) results for a molecular structure, C38H49BrN4O4RuS3Si.

Results
* total charge: +1
* orbital gap (alpha / beta): 0.2928 / 0.2308 hartree
* spin multiplicity: 6
* energy above the lowest of the compared OMol25 structures with the same formula, charge and spin: 0.1816 eV

Each line ends with the Mulliken charge.
Geometry (Å):
Ru: 1.05 -0.17 1.05  1.420
S: 1.28 -0.53 3.54  -0.395
C: 2.44 0.73 3.30  0.366
N: 2.53 1.24 2.11  0.312
C: 3.52 2.20 2.00  -1.308
C: 3.88 2.89 0.85  -0.083
C: 4.92 3.80 0.92  -0.829
C: 5.60 4.02 2.13  -0.636
C: 5.25 3.33 3.28  -0.467
C: 4.20 2.42 3.21  0.987
S: 3.55 1.39 4.45  -0.262
H: 3.35 2.72 -0.08  0.759
H: 5.22 4.35 0.04  0.445
H: 6.41 4.73 2.16  0.402
H: 5.77 3.51 4.21  0.435
O: -0.09 1.86 1.25  -0.649
C: -0.15 2.76 0.43  -0.966
C: 0.30 2.74 -0.95  0.871
C: 0.14 3.91 -1.69  -0.239
C: 0.49 3.93 -3.01  -1.005
C: 1.01 2.80 -3.64  -0.563
C: 1.17 1.64 -2.93  -1.103
C: 0.82 1.57 -1.57  0.333
O: 0.99 0.45 -0.92  1.433
N: 0.32 5.17 -3.78  1.040
O: -0.11 6.14 -3.19  -0.623
O: 0.68 5.16 -4.94  -0.626
H: -0.61 3.71 0.74  0.387
H: -0.27 4.80 -1.23  0.611
H: 1.27 2.86 -4.69  0.550
H: 1.56 0.75 -3.41  0.594
S: 0.82 -5.00 1.11  -0.208
C: 0.70 -3.35 1.51  -0.556
N: 0.98 -2.50 0.57  0.840
C: 1.33 -3.16 -0.60  -0.805
C: 1.69 -2.56 -1.81  -0.194
C: 2.01 -3.38 -2.87  -0.897
C: 1.98 -4.78 -2.75  -0.541
C: 1.63 -5.38 -1.57  -0.507
C: 1.30 -4.56 -0.49  0.732
H: 0.40 -3.04 2.51  0.296
H: 1.71 -1.49 -1.89  0.266
H: 2.29 -2.94 -3.82  0.470
H: 2.23 -5.39 -3.61  0.425
H: 1.60 -6.46 -1.47  0.434
C: 6.04 0.34 -1.28  -1.498
C: 5.90 -0.57 -0.05  2.342
C: 6.47 -1.96 -0.33  -1.813
C: 6.57 0.06 1.18  -1.311
C: 4.46 -0.70 0.24  -0.922
N: 3.34 -0.79 0.46  0.078
H: 7.10 0.45 -1.51  0.445
H: 5.63 1.33 -1.08  0.238
H: 5.54 -0.08 -2.15  0.388
H: 7.53 -1.87 -0.56  0.437
H: 5.97 -2.43 -1.19  0.392
H: 6.35 -2.62 0.53  0.390
H: 7.63 0.17 0.98  0.462
H: 6.44 -0.56 2.06  0.379
H: 6.16 1.05 1.38  0.109
C: -6.09 0.90 1.41  -1.802
C: -4.56 0.88 1.52  2.667
C: -4.02 2.19 0.91  -1.990
C: -4.17 0.91 3.00  -1.732
Si: -3.87 -0.65 0.59  -0.739
Br: -1.71 -0.91 1.45  -0.369
C: -3.61 -0.40 -1.29  2.953
C: -3.16 -1.71 -1.96  -2.312
C: -2.52 0.64 -1.60  -2.026
C: -4.93 0.05 -1.95  -1.831
C: -4.69 -2.31 1.07  2.455
C: -5.02 -2.35 2.57  -1.998
C: -3.81 -3.53 0.78  -1.868
C: -6.01 -2.46 0.30  -1.762
H: -6.46 1.83 1.85  0.541
H: -6.56 0.08 1.95  0.339
H: -6.44 0.87 0.38  0.314
H: -4.38 3.03 1.50  0.665
H: -4.35 2.35 -0.12  0.288
H: -2.93 2.21 0.94  0.149
H: -4.64 1.79 3.47  0.571
H: -3.09 1.02 3.13  0.258
H: -4.49 0.04 3.56  0.303
H: -2.24 -2.10 -1.51  0.319
H: -2.95 -1.50 -3.02  0.599
H: -3.92 -2.49 -1.93  0.450
H: -1.55 0.31 -1.23  -0.267
H: -2.74 1.62 -1.19  0.277
H: -2.44 0.74 -2.68  0.652
H: -5.75 -0.64 -1.77  0.322
H: -4.78 0.11 -3.03  0.544
H: -5.24 1.04 -1.61  0.351
H: -4.12 -2.23 3.19  0.301
H: -5.44 -3.33 2.81  0.604
H: -5.75 -1.61 2.87  0.342
H: -2.88 -3.51 1.35  0.331
H: -3.56 -3.63 -0.28  0.314
H: -4.36 -4.43 1.07  0.542
H: -6.70 -1.62 0.46  0.326
H: -6.52 -3.36 0.64  0.540
H: -5.86 -2.56 -0.78  0.318



DFT (ωB97M-V/def2-TZVPD) results for a molecular structure, C11H19ClILuN3O3P in a non-equilibrium geometry.

Results
* total charge: +2
* orbital gap: 0.2207 hartree
* spin multiplicity: 1
* energy above the lowest of the compared OMol25 structures with the same formula, charge and spin: 0.8775 eV

Each line ends with the Mulliken charge.
Geometry (Å):
C: -3.24 1.79 -4.59  -0.667
C: -2.90 0.45 -4.24  0.707
H: -4.10 1.78 -5.30  0.374
H: -2.35 2.26 -5.09  0.342
H: -3.51 2.35 -3.67  0.315
O: -2.94 -0.62 -3.77  -0.091
I: -3.12 1.04 0.67  -0.454
Lu: -0.46 0.75 -0.10  0.946
P: 0.93 -1.28 -1.82  0.759
C: 1.08 -3.08 -1.52  -1.271
C: 0.81 -1.19 -3.64  -1.180
H: 2.74 0.28 -1.57  0.338
H: 3.28 -1.21 -2.41  0.457
H: 3.04 -1.19 -0.63  0.313
C: 2.67 -0.81 -1.58  -1.218
H: 0.63 -0.14 -3.91  0.259
H: 1.76 -1.53 -4.07  0.428
H: 1.89 -3.49 -2.15  0.407
H: 0.13 -3.60 -1.75  0.389
H: -0.02 -1.80 -4.01  0.317
H: 1.31 -3.24 -0.46  0.343
C: -1.33 -1.52 -0.18  0.352
O: -1.68 -2.53 0.24  -0.222
Cl: 0.79 2.35 -1.42  -0.531
C: 1.99 -0.96 3.87  -1.007
N: 0.97 0.06 3.66  0.094
C: 0.55 0.86 4.70  -0.234
C: -0.37 1.83 4.49  -0.849
C: -0.81 2.08 3.16  0.992
N: -0.30 1.35 2.13  -0.216
C: 0.54 0.32 2.41  0.588
O: 0.92 -0.39 1.39  -0.653
N: -1.62 3.10 2.84  -0.355
H: 2.08 -1.56 2.96  0.282
H: 1.71 -1.60 4.71  0.372
H: 2.95 -0.48 4.11  0.373
H: 0.99 0.58 5.66  0.463
H: -0.71 2.48 5.30  0.375
H: -2.14 3.49 3.61  0.286
H: -2.17 3.01 1.97  0.077



DFT (ωB97M-V/def2-TZVPD) results for 2 unconnected molecules or ions with the total composition C4H14NS.

Results
* total charge: +1
* orbital gap: 0.2706 hartree
* spin multiplicity: 1
* energy above the lowest of the compared OMol25 structures with the same formula, charge and spin: 0.7796 eV

Each line ends with the Mulliken charge.
Geometry (Å):
C: -2.14 1.62 1.24  -0.729
N: -2.05 2.76 0.27  -0.215
C: -0.73 2.83 -0.45  -0.734
H: -3.09 1.70 1.76  0.339
H: -2.08 0.69 0.68  0.273
H: -1.33 1.71 1.95  0.358
H: -2.21 3.63 0.78  0.365
H: -2.80 2.68 -0.41  0.374
H: 0.04 3.06 0.28  0.341
H: -0.79 3.60 -1.21  0.348
H: -0.54 1.86 -0.89  0.285
C: 0.11 -1.11 -0.41  -0.876
S: 1.19 -2.55 -0.46  -0.022
C: 2.73 -1.77 0.07  -0.816
H: 0.49 -0.33 -1.07  0.269
H: 0.03 -0.74 0.61  0.255
H: -0.88 -1.40 -0.77  0.342
H: 3.47 -2.57 0.04  0.299
H: 3.02 -0.99 -0.62  0.269
H: 2.64 -1.40 1.09  0.275



DFT (ωB97M-V/def2-TZVPD) results for a molecular structure, C31H58CaN5OS2SbSi.

Results
* orbital gap: 0.3036 hartree
* spin multiplicity: 1
* energy above the lowest of the compared OMol25 structures with the same formula, charge and spin: 0.3776 eV

Each line ends with the Mulliken charge.
Geometry (Å):
Ca: -1.29 -0.39 -1.88  1.741
N: -0.26 -2.60 -1.30  -0.283
C: -0.94 -3.90 -1.37  -0.818
C: -2.31 -3.89 -0.70  -0.467
C: -3.43 -3.25 -1.51  -0.922
N: -3.35 -1.78 -1.53  -0.250
H: 0.62 -2.63 -1.80  0.176
H: 0.02 -2.41 -0.34  -0.083
H: -0.33 -4.69 -0.90  0.384
H: -1.05 -4.17 -2.42  0.496
H: -2.24 -3.41 0.28  0.232
H: -2.60 -4.93 -0.51  0.413
H: -4.39 -3.58 -1.11  0.398
H: -3.38 -3.60 -2.54  0.385
H: -3.56 -1.40 -0.61  0.148
H: -4.06 -1.40 -2.16  -0.089
O: -1.16 0.95 -3.75  -1.038
N: -0.09 1.46 -4.35  0.563
C: -0.32 2.18 -5.47  -0.280
C: 0.70 2.77 -6.16  -0.840
C: 2.01 2.60 -5.68  -0.233
C: 2.22 1.86 -4.55  -0.871
C: 1.16 1.25 -3.84  0.106
S: 1.40 0.31 -2.43  -0.090
H: -1.36 2.23 -5.76  0.480
H: 0.49 3.34 -7.05  0.409
H: 2.84 3.05 -6.20  0.403
H: 3.21 1.70 -4.16  0.429
C: -4.29 0.97 3.56  -0.917
Si: -2.87 1.95 2.84  -0.458
C: -3.45 3.71 2.54  -0.731
C: -1.47 2.01 4.09  -0.881
C: -2.32 1.18 1.28  -0.504
C: -1.99 0.69 0.20  0.391
H: -4.65 1.42 4.49  0.314
H: -3.98 -0.06 3.78  0.301
H: -5.13 0.91 2.86  0.239
H: -3.66 4.21 3.49  0.406
H: -4.36 3.72 1.94  0.078
H: -2.69 4.29 2.01  0.273
H: -1.80 2.52 5.00  0.427
H: -0.61 2.54 3.69  0.196
H: -1.15 1.00 4.36  0.235
C: -1.95 3.74 -1.81  -1.182
C: -3.29 3.08 -1.83  0.810
C: -4.31 3.36 -0.98  -0.808
C: -5.45 2.53 -1.04  1.122
N: -5.60 1.56 -1.92  -0.588
C: -4.63 1.33 -2.82  -0.053
S: -4.72 0.17 -4.02  -0.390
N: -3.48 2.10 -2.74  0.096
C: -6.55 2.71 -0.04  -1.135
H: -2.01 4.69 -1.29  0.451
H: -1.56 3.89 -2.81  0.357
H: -1.27 3.09 -1.26  0.062
H: -4.22 4.13 -0.23  0.465
H: -2.72 1.85 -3.38  -0.003
H: -6.65 3.75 0.28  0.370
H: -6.32 2.11 0.85  0.070
H: -7.49 2.35 -0.45  0.431
C: 1.25 -3.30 2.60  -1.567
C: 2.70 -3.04 2.17  1.744
C: 3.16 -4.26 1.36  -1.908
C: 3.59 -2.89 3.40  -1.659
Sb: 2.64 -1.32 0.78  0.834
C: 4.64 -1.35 -0.14  1.766
C: 5.78 -1.80 0.77  -1.608
C: 4.94 0.05 -0.68  -1.752
C: 4.53 -2.29 -1.34  -1.647
C: 2.69 0.42 2.12  1.918
C: 2.38 1.63 1.25  -1.639
C: 1.53 0.26 3.11  -2.109
C: 3.99 0.64 2.89  -1.664
H: 1.21 -4.20 3.23  0.499
H: 0.60 -3.46 1.74  0.202
H: 0.83 -2.47 3.18  0.267
H: 3.04 -5.17 1.96  0.507
H: 4.20 -4.20 1.06  0.306
H: 2.56 -4.39 0.45  0.272
H: 3.58 -3.82 3.98  0.508
H: 3.24 -2.10 4.06  0.309
H: 4.63 -2.68 3.14  0.221
H: 5.87 -1.18 1.66  0.218
H: 6.72 -1.74 0.22  0.531
H: 5.66 -2.84 1.10  0.266
H: 5.12 0.78 0.11  0.285
H: 4.13 0.42 -1.31  0.186
H: 5.84 0.01 -1.30  0.555
H: 4.30 -3.32 -1.05  0.311
H: 5.49 -2.32 -1.87  0.482
H: 3.77 -1.95 -2.04  0.228
H: 1.43 1.52 0.71  0.262
H: 3.16 1.82 0.50  0.340
H: 2.30 2.52 1.88  0.464
H: 0.59 0.07 2.60  0.412
H: 1.41 1.18 3.68  0.525
H: 1.71 -0.55 3.83  0.163
H: 4.83 0.84 2.24  0.262
H: 4.24 -0.21 3.52  0.248
H: 3.87 1.51 3.54  0.520